(1)
Formula: C5H10N3
Source: OMol25
Level of theory: ωB97M-V/def2-TZVPD

Positions of all 18 atoms, in Å:
C: 1.1190 -2.5900 0.6447
H: -3.9095 1.6090 -0.7728
N: -1.1441 0.0560 -0.3132
C: -3.5593 0.8293 -0.1399
H: 0.5196 1.4172 -0.5339
C: 2.4819 0.6932 -0.6489
H: 3.0056 1.5684 -0.9311
N: 0.9906 -1.3941 0.5248
H: -3.7627 1.2953 0.8288
C: 1.1358 0.9523 0.1597
H: 1.9361 -2.8447 1.2329
C: -2.2583 0.3692 -0.2430
H: 0.3971 -3.2600 0.4002
H: 3.1430 0.0069 0.0131
H: 1.3048 1.6026 1.0492
H: -4.1845 -0.1224 -0.2277
H: 2.2321 0.1174 -1.5742
N: 0.5529 -0.3055 0.5313

Cartesian forces (eV/Å) of the 6 atoms listed first:
1.286 -1.319 0.822
0.187 0.230 -1.347
-3.390 -0.168 -0.910
-3.306 -1.251 1.310
-1.314 0.949 -0.685
-0.703 -2.773 1.571

Values from the calculation:
E ... -360.36031 hartree
LUMO energy ... -4.56 eV
ΔE to the lowest compared entry with this formula, charge and spin ... 134.8 kcal per mole
Net charge ... +1
HOMO energy ... -0.52102 Eh
Gap between HOMO and LUMO ... 9.61 eV
Max |F| ... 4.099 eV/A


(2)
Formula: C5H10N3
Source: OMol25
Level of theory: ωB97M-V/def2-TZVPD

Positions of all 18 atoms, in Å:
C: -0.5641 1.7842 -0.3144
H: 1.6335 2.3143 -0.5461
H: -2.8643 0.3044 1.0219
H: 2.8618 0.0965 -1.1190
H: -0.9767 -1.7966 0.9739
C: -0.0792 -0.2736 0.2440
N: -1.1238 0.5384 0.0481
N: 1.0850 0.4020 0.0159
N: -0.1749 -1.6519 0.3907
H: -3.1091 0.5961 -0.6338
H: 3.0911 0.5975 0.6229
C: 0.7875 1.7140 -0.3363
H: 0.5694 -2.1124 0.7487
C: -2.4257 0.1069 0.0674
H: -1.3170 2.4336 -0.6416
H: 2.3979 -1.1323 0.1251
C: 2.4658 -0.0276 -0.0955
H: -2.4600 -0.9888 0.0313

Cartesian forces (eV/Å) of the 6 atoms listed first:
-0.537 -0.457 -0.160
0.010 0.997 -0.288
-0.367 0.385 0.887
-0.442 -0.008 0.429
-0.384 -0.844 0.211
2.185 -0.915 -0.921

Values from the calculation:
E ... -360.53762 hartree
LUMO energy ... -2.82 eV
ΔE to the lowest compared entry with this formula, charge and spin ... 23.5 kcal per mole
Net charge ... +1
HOMO energy ... -0.49266 Eh
SMILES ... Cn1ccn(C)c1=[NH2+]
Gap between HOMO and LUMO ... 10.59 eV
Max |F| ... 5.245 eV/A